1.
Below is C47H47ClN4O4P2STi as an isolated structure in a non-equilibrium geometry, with properties calculated with ωB97M-V/def2-TZVPD.

```
107
Properties=species:S:1:pos:R:3:lowdin_charge:R:1
Ti 0.09 0.50 0.31 0.873
N 2.23 -1.66 -2.43 0.124
C 1.79 -1.21 -3.66 -0.309
C 2.60 -1.40 -4.78 -0.027
C 2.18 -1.00 -6.03 -0.064
C 0.93 -0.43 -6.20 -0.077
C 0.13 -0.20 -5.09 -0.087
C 0.55 -0.54 -3.80 -0.269
P -0.48 -0.14 -2.33 1.107
C -1.86 0.71 -3.20 -0.421
C -3.12 0.15 -3.36 -0.081
C -4.07 0.80 -4.13 -0.063
C -3.78 2.02 -4.73 -0.066
C -2.52 2.59 -4.55 -0.071
C -1.57 1.94 -3.79 -0.148
C -1.26 -1.74 -1.89 -0.378
C -1.43 -2.79 -2.78 -0.057
C -2.10 -3.93 -2.36 -0.042
C -2.59 -4.03 -1.06 -0.045
C -2.39 -2.99 -0.16 -0.053
C -1.74 -1.85 -0.59 -0.144
H 1.53 -1.88 -1.74 0.057
H 2.98 -2.33 -2.45 0.112
H 3.56 -1.87 -4.64 0.118
H 2.83 -1.16 -6.89 0.115
H 0.58 -0.17 -7.18 0.110
H -0.83 0.26 -5.26 0.095
H -3.36 -0.80 -2.90 0.109
H -5.04 0.35 -4.28 0.115
H -4.51 2.51 -5.36 0.112
H -2.28 3.53 -5.03 0.113
H -0.58 2.36 -3.68 0.109
H -1.05 -2.71 -3.79 0.120
H -2.25 -4.75 -3.06 0.118
H -3.11 -4.92 -0.75 0.118
H -2.75 -3.08 0.85 0.115
H -1.58 -1.01 0.10 0.027
C -5.12 0.02 4.02 -0.060
C -4.72 1.31 4.34 -0.057
C -3.58 1.85 3.77 -0.078
C -2.83 1.10 2.87 -0.346
C -3.25 -0.19 2.55 -0.092
C -4.38 -0.73 3.12 -0.059
P -1.25 1.68 2.17 0.983
C -1.25 3.49 2.32 -0.350
C -0.08 4.17 2.66 -0.103
C -0.05 5.55 2.68 -0.067
C -1.19 6.28 2.36 -0.064
C -2.36 5.62 2.04 -0.066
C -2.40 4.23 2.02 -0.131
C -0.15 1.10 3.49 -0.299
C -0.04 1.67 4.74 -0.058
C 0.71 1.03 5.74 -0.046
C 1.26 -0.20 5.50 -0.007
C 1.09 -0.85 4.26 -0.150
C 1.52 -2.18 4.03 0.001
C 1.21 -2.81 2.86 -0.041
C 0.57 -2.11 1.81 -0.100
C 0.23 -0.78 1.93 -0.183
C 0.42 -0.16 3.21 -0.186
H -6.02 -0.39 4.47 0.114
H -5.30 1.89 5.05 0.114
H -3.27 2.85 4.05 0.106
H -2.66 -0.78 1.85 0.069
H -4.69 -1.74 2.88 0.110
H 0.80 3.61 2.93 0.102
H 0.86 6.07 2.97 0.111
H -1.16 7.36 2.38 0.114
H -3.26 6.18 1.82 0.115
H -3.31 3.72 1.76 0.093
H -0.53 2.61 4.95 0.114
H 0.81 1.49 6.71 0.115
H 1.80 -0.72 6.29 0.124
H 2.07 -2.70 4.80 0.125
H 1.48 -3.85 2.71 0.122
H 0.37 -2.66 0.90 0.105
C -1.29 4.53 -1.33 -0.075
N -2.72 4.33 -1.43 -0.011
C -3.36 3.23 -1.00 -0.718
S -2.55 1.89 -0.33 0.760
N -4.69 3.22 -1.07 -0.024
C -5.52 2.11 -0.64 -0.078
H -1.02 5.40 -1.92 0.101
H -0.77 3.66 -1.72 0.036
H -0.98 4.69 -0.29 0.071
H -3.27 5.11 -1.72 0.148
H -5.16 4.00 -1.51 0.148
H -5.35 1.23 -1.27 0.076
H -6.56 2.40 -0.71 0.097
H -5.29 1.84 0.39 0.072
N 3.37 3.74 -1.40 0.202
C 2.66 3.78 -0.10 -0.024
C 1.56 2.69 -0.17 -0.608
O 1.19 2.40 -1.32 -0.015
O 1.12 2.16 0.89 -0.122
H 3.76 4.63 -1.69 0.179
H 2.66 3.38 -2.06 0.160
H 4.10 3.02 -1.35 0.118
H 2.16 4.74 0.01 0.144
H 3.32 3.62 0.75 0.142
Cl 4.86 0.66 -0.20 0.647
C 3.92 -0.27 0.98 -0.435
C 2.71 -0.93 0.31 -0.625
O 2.67 -2.13 0.25 0.111
O 1.74 -0.13 -0.11 -0.217
H 3.61 0.38 1.79 0.091
H 4.59 -1.05 1.34 0.093
```

Its strongest force on any atom is 1.5 eV/Å. As for the total energy: -4729.38414 hartree. Its total charge is +2. The calculation puts the relative energy (zero: lowest compared OMol25 entry of this formula, charge and spin) at 61.61 kcal/mol.


2.
Below is C47H47MnN6OP2S4 as an isolated structure in a non-equilibrium geometry, with properties calculated with ωB97M-V/def2-TZVPD.

```
108
Properties=species:S:1:pos:R:3:lowdin_spin:R:1
Mn -0.52 -0.06 0.15 2.867
S -0.10 2.11 0.69 -0.030
C -0.64 2.21 2.37 0.001
C -0.24 3.27 3.18 0.000
C -0.70 3.37 4.49 0.003
C -1.57 2.40 4.99 0.002
C -1.97 1.34 4.19 0.001
C -1.50 1.24 2.88 0.000
S -2.00 -0.12 1.85 -0.004
H 0.43 4.02 2.78 -0.001
H -0.38 4.19 5.12 0.000
H -1.94 2.48 6.01 0.000
H -2.64 0.59 4.57 -0.001
C 5.30 -5.61 2.56 0.000
S 5.60 -4.58 1.11 0.000
C 4.20 -5.10 0.08 0.000
C 2.96 -4.23 0.24 0.000
C 3.23 -2.79 -0.17 0.001
N 2.01 -1.95 -0.12 0.004
P 0.89 -1.88 -1.31 -0.003
C 1.40 -2.81 -2.74 -0.002
C 2.45 -2.35 -3.53 0.000
C 2.83 -3.07 -4.65 0.000
C 2.17 -4.25 -4.97 0.000
C 1.11 -4.70 -4.19 0.000
C 0.72 -3.98 -3.07 0.000
C -0.70 -2.36 -0.69 -0.004
C -0.76 -3.17 0.45 0.005
C -1.98 -3.59 0.93 0.004
C -3.15 -3.23 0.27 -0.001
C -3.10 -2.47 -0.89 0.007
C -1.88 -2.04 -1.38 -0.001
P 1.53 -0.84 1.17 0.052
C 1.85 -1.83 2.66 0.011
C 3.15 -2.09 3.11 0.003
C 3.35 -2.96 4.17 0.001
C 2.26 -3.56 4.80 0.000
C 0.97 -3.26 4.39 0.000
C 0.76 -2.40 3.33 0.000
C 2.88 0.36 1.18 0.005
C 3.74 0.54 0.10 0.002
C 4.68 1.56 0.12 0.000
C 4.76 2.40 1.22 0.002
C 3.90 2.23 2.30 0.000
C 2.96 1.21 2.28 0.002
H 6.04 -5.34 3.31 0.000
H 5.42 -6.67 2.31 0.000
H 4.30 -5.43 2.97 0.000
H 3.97 -6.14 0.34 0.000
H 4.55 -5.08 -0.95 0.000
H 2.61 -4.25 1.28 0.000
H 2.16 -4.63 -0.39 0.000
H 3.65 -2.76 -1.17 0.000
H 3.96 -2.34 0.50 0.000
H 2.97 -1.43 -3.28 0.000
H 3.64 -2.72 -5.27 0.000
H 2.48 -4.83 -5.83 0.000
H 0.59 -5.61 -4.46 0.000
H -0.11 -4.32 -2.46 0.000
H 0.15 -3.45 0.96 0.000
H -2.03 -4.19 1.83 0.000
H -4.11 -3.55 0.66 0.000
H -4.01 -2.20 -1.41 0.000
H -1.84 -1.48 -2.31 0.000
H 4.00 -1.60 2.65 0.000
H 4.36 -3.16 4.51 0.000
H 2.43 -4.23 5.63 0.000
H 0.12 -3.70 4.91 0.000
H -0.25 -2.12 3.03 0.000
H 3.68 -0.12 -0.76 0.000
H 5.36 1.68 -0.71 0.000
H 5.49 3.20 1.23 0.000
H 3.95 2.90 3.15 0.000
H 2.29 1.08 3.12 0.000
N 0.75 -0.27 -1.71 0.003
C 1.02 0.48 -2.64 0.007
N 1.33 1.23 -3.50 0.007
C 0.96 2.02 -4.50 0.001
N 0.68 2.71 -5.38 0.003
C -5.14 3.62 -4.57 0.000
C -3.70 3.11 -4.58 0.001
C -2.84 3.74 -3.49 0.001
N -3.30 3.43 -2.13 0.003
C -2.91 2.38 -1.42 0.006
S -1.93 1.13 -2.02 0.035
N -3.29 2.27 -0.11 0.003
C -4.14 3.05 0.71 0.000
O -4.63 2.53 1.68 0.001
C -4.33 4.49 0.37 0.000
C -3.23 5.34 0.32 0.000
C -3.41 6.68 0.04 0.000
C -4.69 7.17 -0.21 0.000
C -5.79 6.32 -0.15 0.000
C -5.61 4.98 0.15 0.000
H -5.71 3.19 -5.40 0.000
H -5.17 4.71 -4.67 0.000
H -5.65 3.35 -3.64 0.000
H -3.22 3.33 -5.54 0.000
H -3.68 2.02 -4.45 0.001
H -2.88 4.83 -3.58 0.000
H -1.81 3.44 -3.59 0.001
H -3.93 4.08 -1.70 0.000
H -3.00 1.40 0.33 0.003
H -2.23 4.94 0.50 0.000
H -2.56 7.35 0.01 0.000
H -4.83 8.22 -0.44 0.000
H -6.79 6.71 -0.34 0.000
H -6.46 4.31 0.22 0.000
```

The spin multiplicity is 4. Its strongest force on any atom is 1.7 eV/Å. As for the total energy: -5649.28393 hartree. Its total charge is +1. The calculation puts the relative energy (zero: lowest compared OMol25 entry of this formula, charge and spin) at 12.30 kcal/mol. The expectation value of S² is 3.848.


3.
Below is a 2-piece molecular cluster, C47H47N3O3 overall in a non-equilibrium geometry, with properties calculated with ωB97M-V/def2-TZVPD.

```
100
Properties=species:S:1:pos:R:3:lowdin_charge:R:1
C 6.26 2.60 0.04 0.000
N 5.92 1.85 -1.15 -0.027
C 6.69 1.91 -2.29 -0.418
O 7.64 2.64 -2.49 0.094
C 6.14 0.87 -3.25 -0.145
C 7.20 -0.18 -3.60 -0.082
C 7.71 -0.93 -2.41 -0.226
C 8.75 -0.42 -1.65 -0.033
C 9.17 -1.05 -0.50 -0.069
C 8.54 -2.21 -0.08 -0.086
C 7.52 -2.74 -0.84 -0.077
C 7.11 -2.10 -1.99 -0.050
N 4.96 0.25 -2.57 0.036
C 4.19 -0.76 -3.07 -0.009
C 3.17 -1.34 -2.36 -0.054
C 2.48 -2.46 -2.80 0.029
C 1.38 -3.04 -2.13 -0.223
C 0.84 -4.27 -2.56 -0.022
C -0.22 -4.85 -1.91 -0.062
C -0.79 -4.21 -0.82 -0.028
C -0.30 -2.99 -0.38 -0.034
C 0.77 -2.41 -1.02 -0.002
C 4.83 0.85 -1.20 -0.213
C 3.50 1.47 -0.96 -0.063
C 3.00 2.37 -1.80 -0.017
C 1.69 3.01 -1.70 -0.219
C 1.39 4.12 -2.48 -0.044
C 0.16 4.74 -2.41 -0.071
C -0.80 4.25 -1.55 -0.063
C -0.53 3.14 -0.77 -0.048
C 0.70 2.53 -0.84 -0.027
H 7.13 3.23 -0.15 0.097
H 5.42 3.23 0.32 0.093
H 6.49 1.91 0.85 0.096
H 5.76 1.38 -4.15 0.168
H 6.79 -0.87 -4.34 0.117
H 8.04 0.32 -4.09 0.134
H 9.23 0.50 -1.96 0.115
H 9.99 -0.65 0.08 0.108
H 8.86 -2.70 0.82 0.105
H 7.04 -3.65 -0.53 0.106
H 6.31 -2.52 -2.58 0.102
H 4.41 -1.10 -4.07 0.144
H 2.92 -0.90 -1.41 0.090
H 2.82 -2.95 -3.70 0.123
H 1.29 -4.77 -3.41 0.112
H -0.61 -5.79 -2.25 0.110
H -1.63 -4.66 -0.32 0.117
H -0.76 -2.49 0.45 0.113
H 1.14 -1.46 -0.69 0.102
H 5.04 0.06 -0.46 0.164
H 2.94 1.18 -0.09 0.110
H 3.62 2.68 -2.62 0.120
H 2.14 4.49 -3.16 0.107
H -0.06 5.59 -3.03 0.106
H -1.76 4.73 -1.49 0.092
H -1.30 2.75 -0.12 0.110
H 0.88 1.65 -0.25 0.100
C -5.97 -4.51 2.43 -0.032
C -5.76 -3.56 3.60 -0.588
C -6.94 -2.58 3.68 -0.039
C -5.62 -4.30 4.93 -0.033
O -4.49 -2.85 3.44 -0.037
C -4.22 -2.22 2.20 -0.454
C -4.78 -0.89 2.12 -0.143
N -4.35 0.03 1.31 0.094
C -4.63 1.35 1.46 -0.204
C -4.42 2.13 0.27 -0.172
C -4.55 3.52 0.16 -0.055
C -4.41 4.12 -1.06 -0.128
C -4.16 3.37 -2.20 -0.139
C -3.97 2.00 -2.11 -0.105
C -4.08 1.40 -0.88 -0.049
C -5.10 1.87 2.73 -0.153
C -5.99 2.95 2.82 -0.050
C -6.45 3.39 4.05 -0.101
C -6.05 2.76 5.22 -0.112
C -5.20 1.66 5.16 -0.094
C -4.73 1.24 3.94 -0.057
O -3.52 -2.69 1.31 0.036
H -5.13 -5.20 2.34 0.088
H -6.88 -5.08 2.56 0.084
H -6.05 -3.95 1.50 0.084
H -6.72 -1.78 4.40 0.088
H -7.14 -2.15 2.70 0.083
H -7.84 -3.09 4.02 0.084
H -5.45 -3.58 5.73 0.086
H -6.52 -4.88 5.17 0.082
H -4.76 -4.97 4.89 0.084
H -5.46 -0.59 2.89 0.080
H -4.75 4.12 1.03 0.090
H -4.50 5.19 -1.13 0.095
H -4.12 3.85 -3.17 0.089
H -3.76 1.40 -2.98 0.096
H -3.92 0.34 -0.78 0.101
H -6.35 3.43 1.92 0.097
H -7.15 4.21 4.09 0.096
H -6.37 3.15 6.17 0.091
H -4.93 1.13 6.06 0.100
H -4.01 0.44 3.92 0.111
```

Its strongest force on any atom is 2.8 eV/Å. As for the total energy: -2209.03086 hartree. Its total charge is 0.


4.
Below is C47H48AsIO2P2Si2V as an isolated structure in a non-equilibrium geometry, with properties calculated with ωB97M-V/def2-TZVPD.

```
104
Properties=species:S:1:pos:R:3:lowdin_spin:R:1
V 0.15 -0.16 -0.60 1.120
O 1.34 -0.71 -2.21 -0.020
C 2.01 -0.30 -1.23 -0.031
O 1.74 0.84 -0.71 -0.071
C 3.07 -1.14 -0.65 0.002
C 3.84 -1.96 -1.48 -0.005
C 4.80 -2.78 -0.92 0.002
C 4.97 -2.81 0.45 -0.005
C 4.19 -2.03 1.28 0.002
C 3.24 -1.17 0.74 -0.005
P 2.07 -0.15 1.70 0.019
C 2.98 1.43 1.81 0.001
C 2.24 2.58 2.05 -0.002
C 2.89 3.79 2.22 0.000
C 4.27 3.86 2.15 0.000
C 5.01 2.72 1.88 0.000
C 4.37 1.50 1.71 0.001
C 2.41 -0.78 3.41 0.005
C 3.07 -0.05 4.39 0.002
C 3.12 -0.50 5.70 0.000
C 2.50 -1.69 6.04 0.001
C 1.86 -2.44 5.06 0.000
C 1.80 -1.98 3.76 0.001
H 3.67 -1.94 -2.54 0.000
H 5.41 -3.40 -1.56 0.000
H 5.72 -3.46 0.89 0.000
H 4.31 -2.07 2.35 0.000
H 1.16 2.51 2.08 -0.003
H 2.31 4.68 2.41 0.000
H 4.77 4.81 2.30 0.000
H 6.09 2.78 1.81 0.000
H 4.95 0.62 1.50 0.000
H 3.55 0.89 4.14 0.000
H 3.63 0.08 6.45 0.000
H 2.52 -2.04 7.06 0.000
H 1.38 -3.37 5.32 0.000
H 1.29 -2.55 3.00 0.001
I -0.26 -2.74 0.22 0.014
C 0.56 -3.45 -1.64 0.012
C 1.72 -4.18 -1.55 0.001
C 2.26 -4.77 -2.70 0.001
C 1.56 -4.70 -3.88 -0.001
C 0.34 -3.99 -3.97 0.000
C -0.42 -4.00 -5.16 0.000
C -1.60 -3.30 -5.24 0.000
C -1.98 -2.46 -4.20 0.000
C -1.24 -2.37 -3.03 0.000
P -1.53 -0.88 -2.02 0.009
C -1.86 0.27 -3.41 0.008
C -3.13 0.69 -3.79 0.001
C -3.28 1.55 -4.86 0.001
C -2.17 1.98 -5.57 0.000
C -0.91 1.55 -5.21 0.000
C -0.75 0.70 -4.13 0.002
C -3.17 -1.17 -1.27 -0.004
C -3.88 -0.07 -0.78 -0.002
C -5.07 -0.25 -0.09 -0.001
C -5.55 -1.53 0.13 -0.001
C -4.85 -2.63 -0.35 -0.001
C -3.67 -2.45 -1.05 -0.001
C -0.13 -3.24 -2.84 0.001
H 2.22 -4.30 -0.60 0.000
H 3.20 -5.28 -2.64 0.000
H 1.93 -5.19 -4.77 0.000
H -0.07 -4.58 -6.00 0.000
H -2.21 -3.34 -6.14 0.000
H -2.86 -1.84 -4.32 0.000
H -4.00 0.34 -3.24 0.000
H -4.27 1.90 -5.12 0.000
H -2.30 2.66 -6.40 0.000
H -0.04 1.89 -5.76 0.000
H 0.24 0.35 -3.85 0.000
H -3.50 0.93 -0.94 -0.002
H -5.62 0.60 0.26 0.000
H -6.46 -1.68 0.69 0.000
H -5.23 -3.63 -0.20 0.000
H -3.12 -3.31 -1.43 0.000
C -3.74 1.21 3.19 0.002
Si -1.82 1.34 3.02 -0.011
C -1.09 -0.10 4.05 -0.001
C -1.26 3.01 3.81 -0.006
As -1.10 1.18 0.77 -0.035
Si -1.38 3.40 0.00 0.000
C -1.20 3.33 -1.90 0.003
C -3.17 4.00 0.48 -0.001
C -0.23 4.86 0.56 0.001
H -4.07 1.46 4.19 0.000
H -4.07 0.20 2.97 0.000
H -4.23 1.88 2.49 0.000
H -1.62 -0.24 4.99 0.000
H -0.05 0.07 4.28 0.000
H -1.16 -1.04 3.49 0.000
H -1.72 3.19 4.77 -0.001
H -1.52 3.83 3.14 0.000
H -0.18 3.02 3.94 0.000
H -2.03 2.80 -2.38 0.000
H -0.29 2.78 -2.15 0.001
H -1.13 4.31 -2.36 0.000
H -3.92 3.29 0.16 0.000
H -3.40 4.96 0.05 0.000
H -3.26 4.09 1.56 0.000
H 0.70 4.86 -0.01 0.000
H 0.03 4.81 1.61 0.000
H -0.72 5.82 0.38 0.000
```

The spin multiplicity is 2. Its strongest force on any atom is 3.4 eV/Å. As for the total energy: -6709.49070 hartree. Its total charge is 0. The expectation value of S² is 1.205.